A gas-phase ion, C12H17N2O (charge +1) in a non-equilibrium geometry. Source: OMol25; level of theory: ωB97M-V/def2-TZVPD.

Output
strongest force on any atom = 4.37 eV/A
2S+1 = 1
orbital gap (alpha / beta) = 6.9 / 6.9 eV
LUMO energy (alpha / beta) = -4.914 / -4.915 eV
HOMO energy (alpha / beta) = -11.77 / -11.77 eV
energy above the lowest of the compared OMol25 structures with the same formula, charge and spin = 204.2 kcal/mol
total charge = +1

Each line ends with the natural charge from an NBO analysis.
Cartesian coordinates (Å):
C -3.925558 1.540037 0.316295  0.331
C 3.099939 1.286343 -0.246247  -0.201
C 3.510074 0.203938 0.356082  -0.175
C -2.867562 -1.021550 -0.197599  0.596
C -2.537168 1.461205 0.638468  -0.504
C 1.732561 1.640954 -0.667389  -0.446
C 2.791268 -0.978796 0.895857  -0.472
C -5.212354 -0.426778 -0.469962  -0.263
C 0.973976 0.396126 -1.106350  -0.426
C 1.371302 -0.739311 1.326035  -0.397
C -1.994044 0.173005 0.035222  -0.010
C 0.404466 -0.522740 0.070422  0.101
N -4.577407 0.634703 -0.040886  -0.258
N -2.963130 -2.190536 -0.155741  -0.488
O -0.762756 -0.060000 0.665817  -0.501
H 3.750568 2.106965 -0.620611  0.218
H 4.600420 0.027640 0.473656  0.215
H -1.821908 2.250488 0.305751  0.286
H -2.418588 1.456127 1.727602  0.293
H 1.213970 2.198053 0.208354  0.209
H 1.796397 2.294794 -1.531186  0.226
H 2.992241 -1.744858 0.110933  0.226
H 3.392241 -1.094227 1.778102  0.239
H -5.181823 -0.580802 -1.464322  0.210
H -5.688477 -1.150522 0.185096  0.229
H 0.094047 0.646999 -1.690950  0.189
H 1.566515 -0.053426 -1.814332  0.231
H 0.912184 -1.556562 1.966678  0.225
H 1.461407 0.233881 1.967989  0.219
H -1.822636 0.384815 -1.138536  0.239
H 0.281044 -1.600832 -0.215728  0.180
H -3.609251 -2.976127 -0.360815  0.478

Force components x, y, z for each atom (eV/Å):
C -1.024 2.127 0.148
C 0.612 2.153 -1.077
C 1.924 -0.312 -0.114
C 0.115 -1.383 1.982
C 1.934 -0.287 0.311
C -1.850 0.155 1.627
C 0.323 0.095 -0.750
C 0.925 0.752 2.755
C -2.725 0.569 2.640
C -1.047 1.599 0.215
C 2.302 0.751 -3.643
C 2.966 -1.736 -0.124
N -1.744 -1.415 -0.325
N -0.265 -0.619 -0.826
O -2.358 0.509 0.842
H 0.387 -1.061 0.748
H -0.642 0.584 -0.153
H -1.088 -0.237 0.073
H -0.092 -0.211 -0.038
H 0.501 -0.663 -1.517
H -0.120 0.325 0.087
H -0.428 -0.221 0.996
H 0.073 -1.274 0.559
H -0.356 -0.354 -3.297
H 0.014 0.575 0.207
H -0.368 0.427 -0.168
H 1.509 -1.913 -1.219
H 0.692 0.963 -0.759
H -0.685 -1.613 -1.052
H -0.148 -0.050 2.125
H -0.204 0.888 -0.607
H 0.865 0.877 0.353